Entry 1:
Below is C3H3HgNaO3 as an isolated structure at a distorted geometry, with properties calculated with ωB97M-V/def2-TZVPD.

Structure (XYZ):
```
11
Properties=species:S:1:pos:R:3:forces:R:3
O 0.4762 -1.6319 0.1976 -3.9627 0.4317 -1.0007
C 1.6281 -1.8924 0.5737 4.4859 2.4052 1.1400
C 2.5630 -0.8902 0.9627 -1.1770 -2.1652 -0.3167
H 1.9858 -2.9379 0.5458 -0.0312 0.0500 -0.0326
H 3.6041 -1.1557 1.1511 -0.3305 0.0907 0.1535
H 2.2112 0.1254 1.1603 0.1647 -0.2097 -0.2704
Na -1.0522 -0.1132 -0.4294 1.3916 -1.1344 0.5065
O -1.0986 2.1692 -0.6487 -4.1404 -2.1400 -0.4021
C -2.3262 1.8912 -0.8451 4.7707 4.0991 0.1878
O -3.1690 2.8065 -1.1950 0.9315 -0.5055 0.4413
Hg -4.8226 1.6289 -1.4729 -2.1027 -0.9219 -0.4065
```
Forces are in eV/Å.

Results
Molar mass ... 310.63 g/mol
LUMO level (spin up / spin down) ... -1.01 / -4.11 eV
Spin multiplicity ... 3
HOMO-LUMO gap (spin up / spin down) ... 4.460 / 1.338 eV

Results of the natural (NBO) charge analysis, in e, for atoms 1 through 4: number 1, O, carries -0.919; number 2, C, carries 0.250; number 3, C, carries -0.736; number 4, H, carries 0.098

---

Entry 2:
Below is C28H31Br4N3O5STeV as an isolated structure at a distorted geometry, with properties calculated with ωB97M-V/def2-TZVPD.

Structure (XYZ):
```
74
Properties=species:S:1:pos:R:3:forces:R:3
V 0.7544 -0.3139 0.4403 0.0554 -0.1402 -0.5560
C 0.9745 -0.4286 3.4937 -0.0513 -0.0307 -0.0157
N -0.0500 -0.0865 2.4861 -0.0880 0.0166 0.0767
C -0.5492 1.2756 2.7938 -0.0888 -0.0657 -0.1599
C -1.1550 -1.0683 2.5359 0.0863 -0.0636 -0.1080
C -1.9461 -1.0564 1.2429 0.0853 0.2060 -0.0331
N -1.0806 -1.3996 0.0866 -0.1991 -0.1258 -0.0241
C -1.7645 -1.0001 -1.1664 0.1452 0.1654 0.0295
C -0.8357 -2.8551 0.0239 -0.0103 0.0347 0.0627
H 0.5294 -0.4230 4.4952 -0.0058 0.0373 0.0114
H 1.7689 0.3151 3.4562 0.0020 0.0143 0.0014
H 1.3936 -1.4090 3.2835 -0.0082 -0.0118 -0.0172
H -1.0571 1.2692 3.7645 -0.0104 -0.0092 0.0105
H -1.2447 1.6273 2.0295 -0.0367 -0.0216 0.0271
H 0.2936 1.9599 2.8451 0.0256 -0.0057 0.0002
H -1.8248 -0.8548 3.3758 0.0268 0.0008 0.0575
H -0.7094 -2.0513 2.6986 -0.0029 -0.0052 0.0368
H -2.3455 -0.0534 1.0583 -0.0599 -0.0265 -0.0127
H -2.7881 -1.7543 1.3075 -0.0328 -0.0111 -0.0422
H -2.6993 -1.5593 -1.2726 0.0081 -0.0478 -0.0181
H -1.1047 -1.2078 -2.0082 -0.0108 -0.0504 0.0014
H -1.9887 0.0656 -1.1483 -0.0483 -0.0135 0.0412
H -1.7877 -3.3840 -0.0937 -0.0225 0.0121 -0.0308
H -0.3301 -3.2062 0.9188 0.0213 0.0196 -0.0009
H -0.1961 -3.0703 -0.8301 0.0208 0.0064 0.0065
Br 6.3727 -4.1156 0.5699 0.0028 0.0219 0.0106
C 5.0349 -2.9078 0.0115 -0.0667 0.0100 -0.0079
C 5.2325 -2.0546 -1.0654 -0.0491 -0.0044 -0.0604
Br 6.9039 -2.0103 -1.9448 -0.0325 -0.0159 -0.0120
C 4.1956 -1.2268 -1.5124 -0.0671 0.2457 -0.3843
Br 4.3871 -0.0895 -3.0065 0.0043 0.0110 -0.0342
C 2.9532 -1.1923 -0.8865 -0.1562 -0.5003 0.3766
O 1.8800 -0.5275 -1.2553 0.0710 -0.1036 0.5286
C 2.8296 -1.9751 0.2952 -0.2167 0.1297 0.0311
O 1.6864 -1.7963 0.9817 0.6050 -0.8580 0.1392
C 3.8104 -2.8585 0.6863 0.0924 -0.0514 0.1219
Br 3.4209 -3.9614 2.1735 0.0428 0.0483 0.0105
O 2.6262 2.7749 2.6879 -0.0411 0.0243 0.0758
S 2.8815 2.5547 1.2901 -0.0347 -0.1368 0.0376
O 4.2202 2.2397 0.9000 0.0667 -0.0054 -0.0827
N 1.8130 1.4537 0.7054 -0.3012 0.6655 -0.0218
C 0.8980 2.0190 -0.1067 0.1432 0.1777 0.0700
O -0.0825 1.3215 -0.4709 0.5118 0.4794 -0.1549
C 1.1761 3.4350 -0.4389 -0.0072 -0.1818 -0.0305
C 0.5620 4.2450 -1.3742 -0.0202 0.0753 -0.0682
C 1.0202 5.5521 -1.4877 0.0001 -0.0644 -0.0216
C 2.0580 6.0204 -0.6862 -0.0243 0.0153 -0.0018
C 2.6983 5.1869 0.2228 0.0481 -0.0518 0.0881
C 2.2394 3.8896 0.3171 0.0163 0.0630 -0.0694
H -0.2359 3.8573 -1.9923 -0.0983 0.0468 0.1052
H 0.5640 6.2132 -2.2128 -0.0145 0.0153 0.0324
H 2.3800 7.0500 -0.7766 0.0108 -0.0083 -0.0312
H 3.5228 5.5362 0.8300 -0.0006 0.0025 -0.0226
C -8.5545 5.5349 0.4624 0.1089 -0.0075 -0.0660
C -7.1950 4.9118 0.2585 -0.0447 0.0244 0.0180
C -7.0572 3.6041 -0.1792 0.0518 -0.0141 -0.0035
C -5.8059 3.0105 -0.3533 0.0150 0.0314 0.0200
C -5.7493 1.5862 -0.8367 -0.0872 0.0248 0.0136
C -4.6340 3.7352 -0.0727 -0.0407 0.0233 0.0660
Te -2.7120 2.8191 -0.2184 -0.3540 0.1228 -0.0446
C -4.7694 5.0794 0.3322 0.0013 -0.0465 -0.0682
C -3.5636 5.9409 0.5907 -0.0344 0.0141 0.0419
C -6.0339 5.6382 0.4916 -0.0060 -0.0371 0.0109
H -9.3337 4.7720 0.4863 -0.0067 0.0144 0.0065
H -8.7962 6.2343 -0.3429 -0.0163 -0.0059 0.0094
H -8.5922 6.0929 1.4003 -0.0262 -0.0096 -0.0031
H -7.9504 3.0205 -0.3885 0.0241 -0.0065 0.0088
H -6.7466 1.2315 -1.1099 0.0131 0.0093 0.0234
H -5.3405 0.9284 -0.0653 0.0401 0.0039 -0.0269
H -5.0902 1.4991 -1.7022 0.0233 -0.0189 0.0279
H -2.9749 5.5522 1.4242 0.0191 -0.0158 -0.0219
H -3.8613 6.9680 0.8143 -0.0092 -0.0166 0.0034
H -2.9002 5.9419 -0.2764 0.0189 -0.0111 0.0160
H -6.1159 6.6724 0.8178 0.0240 -0.0127 0.0001
```
Forces are in eV/Å.

Results
Molar mass ... 1019.80 g/mol
Total charge ... -1
LUMO level (spin up / spin down) ... 1.91 / 2.02 eV
Spin multiplicity ... 3
HOMO-LUMO gap (spin up / spin down) ... 5.562 / 5.673 eV

Results of the Löwdin charge analysis, in e, for atoms 1 through 4: number 1, V, carries 1.016; number 2, C, carries -0.061; number 3, N, carries -0.312; number 4, C, carries -0.066

---

Entry 3:
Below is the molecule C4H3NO at a distorted geometry, with properties calculated with ωB97M-V/def2-TZVPD.

Structure (XYZ):
```
9
Properties=species:S:1:pos:R:3:forces:R:3
C -0.3345 -0.4531 1.3355 0.4955 -0.6078 1.2392
C 1.3684 0.0999 -0.6666 -2.0249 -1.6312 0.2631
C -0.0649 0.5527 0.2623 3.3338 3.5704 -1.8160
C -1.3046 -0.1040 -0.0102 0.3993 0.1085 -0.0120
N -1.6235 -0.5320 1.2590 -1.2325 -0.1153 1.0175
O 2.2697 0.6162 -1.2494 -1.1041 0.8676 1.0132
H 1.2728 -1.0362 -0.7172 0.0852 0.7408 0.2280
H -0.2198 1.6331 0.5777 0.7018 -1.5578 -0.0713
H -1.3637 -0.7765 -0.7911 -0.6541 -1.3752 -1.8617
```
Forces are in eV/Å.

Results
Molar mass ... 81.07 g/mol
SMILES ... O=C[C@@H]1C2=N[C@H]21
LUMO level (spin up / spin down) ... -0.29 / -0.29 eV
HOMO-LUMO gap (spin up / spin down) ... 9.175 / 9.174 eV

Results of the natural (NBO) charge analysis, in e, for atoms 1 through 4: number 1, C, carries 0.171; number 2, C, carries 0.473; number 3, C, carries -0.413; number 4, C, carries 0.021

---

Entry 4:
Below is a 2-piece molecular cluster, CH3FN2O2 overall at a distorted geometry, with properties calculated with ωB97M-V/def2-TZVPD.

Structure (XYZ):
```
9
Properties=species:S:1:pos:R:3:forces:R:3
C 0.6042 -0.1373 0.2024 1.7811 -0.5873 0.4257
N 0.5623 -0.4701 1.4518 -0.4818 -0.5804 0.1485
N -1.2250 -0.0930 -0.6664 -3.2123 0.8088 -2.3747
O 1.3857 0.0381 -0.6637 2.5444 0.6991 -0.5738
O -0.8206 0.1785 -1.8749 -0.2061 0.2578 -1.3937
F -1.5256 1.1832 -0.0712 0.1633 -0.7561 -0.2976
H -0.3788 -0.7849 1.6656 0.3994 0.4582 1.0872
H 1.2231 -0.0636 2.0691 0.5632 -0.0558 1.3687
H 0.1745 0.1491 -2.1127 -1.5512 -0.2443 1.6097
```
Forces are in eV/Å.

Results
Molar mass ... 94.05 g/mol
LUMO level (spin up / spin down) ... 0.95 / -1.67 eV
Spin multiplicity ... 3
HOMO-LUMO gap (spin up / spin down) ... 6.701 / 9.706 eV

Results of the natural (NBO) charge analysis, in e, for atoms 1 through 4: number 1, C, carries 0.604; number 2, N, carries -0.841; number 3, N, carries 0.352; number 4, O, carries -0.610